Run one
The following is a quantum chemistry calculation of a structure of composition C14H22NO8PS2Zr, from the Open Molecules 2025 dataset.

Computed properties:
2S+1 = 2
Highest occupied orbital energy (alpha / beta) = -0.101 / -0.181 Ha
Expectation value of S² = 0.776
Net charge = -1

Last column: Löwdin spin population.
Cartesian coordinates (Å):
Zr -0.27 0.19 -0.71  0.34
S 0.70 2.86 0.81  0.01
S 2.08 -0.18 1.03  0.01
P 2.17 1.66 0.27  0.00
O -5.41 -4.48 0.53  0.01
O -1.12 1.54 -1.86  0.02
O -3.80 -5.88 -0.24  0.02
O 1.98 1.49 -1.33  0.00
O 0.55 -3.57 -2.11  0.08
O 3.63 2.31 0.34  0.00
O -1.16 0.47 1.35  0.02
O 0.50 -1.35 -1.75  0.00
N -1.77 -1.30 -0.72  0.07
C -0.74 -0.33 3.62  0.00
C -3.41 -3.55 -0.31  0.14
C -3.88 -2.24 -0.07  0.00
C -2.35 2.20 -1.98  0.00
C -1.37 -2.57 -1.09  0.14
C -0.02 -2.59 -1.70  0.05
C -1.57 -0.49 2.37  0.00
C 4.33 2.38 1.60  0.00
C -3.08 -1.17 -0.29  0.10
C 2.91 0.69 -2.11  0.00
C 2.46 0.75 -3.54  0.00
C -2.15 -3.69 -0.86  -0.01
C 4.14 3.75 2.23  0.00
C -4.30 -4.77 0.03  0.01
H -2.25 3.08 -2.62  0.00
H 5.38 2.20 1.35  0.00
H 4.71 3.81 3.16  0.00
H -2.70 2.55 -1.00  0.00
H 3.14 0.17 -4.16  0.00
H 3.90 1.12 -1.97  0.00
H 1.47 0.31 -3.64  0.00
H -1.06 -1.06 4.36  0.00
H 3.09 3.92 2.45  0.00
H 2.90 -0.33 -1.73  0.00
H 4.48 4.53 1.55  0.00
H -4.89 -2.12 0.30  0.00
H 2.43 1.77 -3.90  0.00
H -1.46 -1.47 1.92  0.00
H 0.32 -0.48 3.40  0.00
H -1.77 -4.67 -1.11  0.00
H -0.87 0.67 4.05  0.00
H -3.41 -0.15 -0.10  0.00
H -3.12 1.55 -2.40  0.00
H 3.98 1.58 2.25  0.00
H -2.63 -0.32 2.57  0.00
H -0.69 1.22 1.77  0.00

***

Run two
The following is a quantum chemistry calculation of a structure of composition C14H22NO8PS2Zr, from the Open Molecules 2025 dataset.

Computed properties:
2S+1 = 2
Highest occupied orbital energy (alpha / beta) = -0.117 / -0.195 Ha
Expectation value of S² = 0.759
Net charge = -1

Last column: Löwdin spin population.
Cartesian coordinates (Å):
Zr -0.48 -0.46 -0.03  0.66
S 2.12 -0.45 0.31  0.04
S -0.51 -0.48 2.64  0.04
P 1.41 -0.29 2.17  0.04
O 2.17 -1.34 3.11  0.01
O 1.96 1.08 2.78  0.00
O -2.77 -0.40 -0.33  0.03
O -0.66 0.17 -7.08  0.01
O -0.54 1.56 -0.14  0.00
O -0.59 3.36 -1.48  0.01
O -0.65 -2.39 -0.15  0.00
O -0.66 2.35 -6.42  0.01
N -0.46 -0.11 -2.11  0.01
C -0.61 -3.78 -0.06  0.00
C 3.61 -1.41 3.09  0.00
C -0.56 1.61 -3.77  -0.01
C 4.10 -1.25 4.51  0.00
C 1.58 2.35 2.21  0.00
C -0.53 1.20 -2.47  0.04
C -0.51 -0.66 -4.44  -0.01
C -0.63 1.11 -6.26  0.00
C -0.55 2.18 -1.30  0.00
C -0.45 -1.03 -3.11  0.05
C 2.65 3.35 2.55  0.00
C -5.17 -0.09 -0.06  0.00
C -3.87 -0.42 0.61  0.01
C -0.56 0.67 -4.80  0.05
H 0.61 2.62 2.63  0.00
H -5.11 0.88 -0.56  0.00
H 2.80 3.41 3.63  0.00
H -0.52 -1.39 -5.24  0.00
H 5.19 -1.30 4.53  0.00
H -1.52 -4.25 -0.45  0.00
H 1.45 2.24 1.14  0.00
H -3.89 -1.39 1.10  0.00
H -5.97 -0.05 0.68  0.00
H -2.92 -1.08 -1.00  0.00
H -0.60 2.66 -4.01  0.00
H 3.79 -0.28 4.91  0.00
H 3.70 -2.03 5.16  0.00
H 3.60 3.07 2.08  0.00
H -5.43 -0.84 -0.81  0.00
H -0.39 -2.05 -2.79  0.00
H 4.02 -0.64 2.44  0.00
H 2.36 4.33 2.18  0.00
H -0.50 -4.09 0.98  0.00
H -3.59 0.32 1.36  0.00
H 0.23 -4.18 -0.62  0.00
H 3.88 -2.38 2.67  0.00

***

The structure with the greatest stability is run two.

***

Run one
The following is a quantum chemistry calculation of an isolated molecule of C2H7PS2, from the Open Molecules 2025 dataset.

Computed properties:
2S+1 = 1
Highest occupied orbital energy = -0.261 Ha

Last column: natural (NBO) charge in e.
Cartesian coordinates (Å):
S -0.80 0.38 -0.71  0.22
S -3.75 -0.70 -0.07  -0.30
P -2.28 0.13 1.01  -0.11
C 1.77 0.38 0.48  -0.62
C 0.91 -0.23 -0.67  -0.55
H -3.76 -1.98 0.54  0.12
H 2.68 0.74 0.02  0.22
H -0.38 1.68 -0.51  0.13
H 1.20 1.07 0.93  0.21
H 1.28 0.11 -1.66  0.22
H 0.97 -1.32 -0.71  0.24
H 2.17 -0.24 1.35  0.23

***

Run two
The following is a quantum chemistry calculation of a cluster of 2 separate species, C2H7PS2 in total, from the Open Molecules 2025 dataset.

Computed properties:
2S+1 = 1
Highest occupied orbital energy (alpha / beta) = -0.324 / -0.297 Ha

Last column: natural (NBO) charge in e.
Cartesian coordinates (Å):
S 1.63 0.92 -0.95  -0.06
S 1.59 -2.21 0.40  -0.41
P 0.66 -1.02 -0.68  0.52
C -2.48 -0.58 -0.65  -0.51
C 2.16 1.06 0.78  -0.76
H 2.54 2.03 1.04  0.24
H 0.62 -1.47 -2.03  -0.02
H -2.36 -0.28 -1.65  0.16
H 3.14 0.50 0.61  0.24
H -2.24 0.15 0.08  0.18
H -2.91 -1.55 -0.51  0.18
H 1.45 0.72 1.53  0.24

***

The structure with the greatest stability is run one.

***

Run one
The following is a quantum chemistry calculation of a cluster of 2 separate species, C2Cl3F3 in total, from the Open Molecules 2025 dataset.

Computed properties:
2S+1 = 1
Highest occupied orbital energy = -0.343 Ha

Last column: natural (NBO) charge in e.
Cartesian coordinates (Å):
Cl -0.09 0.36 -0.03  -0.06
Cl -2.51 0.62 -2.15  0.05
Cl -0.11 -0.48 -3.22  0.09
F 2.12 0.05 1.34  -0.30
F 0.48 -1.06 2.07  -0.31
F 0.60 1.01 2.49  -0.30
C 0.84 0.10 1.57  0.99
C -1.33 -0.60 -2.08  -0.16

***

Run two
The following is a quantum chemistry calculation of an isolated molecule of C2Cl3F3, from the Open Molecules 2025 dataset.

Computed properties:
2S+1 = 1
Highest occupied orbital energy = -0.426 Ha
SMILES = FC(F)(Cl)C(F)(Cl)Cl

Last column: natural (NBO) charge in e.
Cartesian coordinates (Å):
Cl 1.94 -0.95 -0.12  0.00
Cl 0.90 1.76 -0.39  0.03
Cl -2.13 0.49 0.19  0.04
F 0.45 0.22 1.66  -0.30
F -0.80 -0.74 -1.53  -0.30
F -0.86 -1.70 0.40  -0.31
C -0.79 -0.49 -0.21  0.58
C 0.57 0.16 0.32  0.27

***

The structure with the greatest stability is run two.

***

Run one
The following is a quantum chemistry calculation of an isolated molecule of CHN3O2, from the Open Molecules 2025 dataset.

Computed properties:
2S+1 = 1
Highest occupied orbital energy = -0.396 Ha
SMILES = O=c1nn[nH]o1

Last column: natural (NBO) charge in e.
Cartesian coordinates (Å):
O 2.04 0.00 0.11  -0.55
O 0.08 -1.04 -0.04  -0.34
N -0.23 1.25 -0.03  -0.28
N -1.27 -0.58 -0.11  -0.05
N -1.35 0.58 0.09  0.05
C 0.80 0.15 -0.15  0.75
H -1.81 -1.25 0.66  0.42

***

Run two
The following is a quantum chemistry calculation of a cluster of 2 separate species, CHN3O2 in total, from the Open Molecules 2025 dataset.

Computed properties:
2S+1 = 1
Highest occupied orbital energy = -0.384 Ha

Last column: natural (NBO) charge in e.
Cartesian coordinates (Å):
O -0.70 -0.12 -1.61  -0.54
O -2.29 0.03 0.09  -0.52
N 0.46 0.36 0.92  -0.59
N 1.37 0.01 0.16  0.24
N 2.09 -0.21 -0.68  -0.02
C -1.47 -0.03 -0.74  1.04
H 0.54 -0.04 1.85  0.38

***

The structure with the greatest stability is run two.

***

Run one
The following is a quantum chemistry calculation of a cluster of 2 separate species, CHN3O2 in total, from the Open Molecules 2025 dataset.

Computed properties:
2S+1 = 1
Highest occupied orbital energy = -0.398 Ha
SMILES = O=NN=O.C#N

Last column: natural (NBO) charge in e.
Cartesian coordinates (Å):
O -1.19 -0.30 -0.81  -0.44
O -0.09 0.98 2.05  -0.19
N -0.75 0.57 1.21  0.44
N -1.43 0.35 0.25  0.24
N 1.74 -1.28 -1.23  -0.24
C 1.27 -0.38 -0.68  0.01
H 0.45 0.06 -0.79  0.19

***

Run two
The following is a quantum chemistry calculation of an isolated molecule of CHN3O2, from the Open Molecules 2025 dataset.

Computed properties:
2S+1 = 1
Highest occupied orbital energy = -0.404 Ha
SMILES = O=c1nn[nH]o1

Last column: natural (NBO) charge in e.
Cartesian coordinates (Å):
O 2.20 0.10 -0.04  -0.51
O 0.23 -0.92 -0.18  -0.31
N -1.10 0.86 -0.08  0.07
N 0.09 1.25 -0.13  -0.25
N -1.03 -0.59 -0.17  -0.15
C 1.01 0.18 -0.13  0.78
H -1.41 -0.89 0.73  0.37

***

The structure with the greatest stability is run two.